Formula: C13H19F3N4O8SSiW
Source: the Open Molecules 2025 dataset
Level of theory: wB97M-V/def2-TZVPD

Geometry as XYZ:
```
50
C13H19F3N4O8SSiW | the Open Molecules 2025 dataset | wB97M-V/def2-TZVPD
H 0.568 -1.527 3.207
H 0.234 -3.988 3.089
W -0.703 0.116 -0.924
H -1.845 2.904 3.241
O -2.769 0.040 -0.929
C -0.437 0.561 4.073
N -1.006 -1.797 0.237
O 0.532 3.758 -0.217
N 1.612 -1.473 -3.270
C -2.904 0.578 -2.142
C -0.124 -3.351 2.289
H -2.158 -2.987 -1.779
O 0.931 1.376 -0.832
H -0.919 -4.989 1.125
H 0.433 0.019 4.448
H -1.301 -0.107 4.102
N 3.078 -0.351 -1.874
S 0.215 2.750 -1.197
C 2.015 3.278 -2.743
O -1.211 2.019 -0.770
Si -0.169 1.357 2.408
O -1.226 -1.158 -2.464
H 0.649 -1.753 -3.394
C -0.753 -3.922 1.185
C -1.175 -3.120 0.138
C -0.446 -1.232 1.322
H 3.599 0.002 -2.659
N -0.438 0.120 1.118
C -1.444 2.685 2.249
F 3.144 3.419 -2.064
H 2.117 -1.160 -4.081
O -3.701 1.330 -2.584
H -2.754 -4.257 -0.708
H 3.134 0.189 -1.023
C 1.576 1.942 2.342
C 1.904 -0.966 -2.064
C -1.558 0.030 -2.876
O 1.119 -1.118 -1.084
H -1.040 3.601 1.819
H 1.775 2.595 1.494
F 1.694 4.391 -3.361
H -2.261 2.363 1.604
F 2.147 2.284 -3.616
H -0.631 1.381 4.770
C -1.862 -3.728 -1.049
H 1.797 2.495 3.261
H -1.210 -4.462 -1.526
H 2.247 1.080 2.292
O -0.529 0.767 -2.962
C 0.053 -1.985 2.380
```

The charge is 0. For the relative energy (zero: lowest compared OMol25 entry of this formula, charge and spin), the calculation gives 3.5460 eV. The value obtained for the largest force on an atom is 4.3 eV/A. Its HOMO-LUMO gap (spin up / spin down) is 0.27832 / 0.24930 Ha. The multiplicity is 3. The total energy is -64822.50164 eV.


Formula: C4H64NO28PS
Source: the Open Molecules 2025 dataset
Level of theory: wB97M-V/def2-TZVPD

Geometry as XYZ:
```
99
C4H64NO28PS | the Open Molecules 2025 dataset | wB97M-V/def2-TZVPD
H -2.929 2.186 3.636
O -3.769 -1.637 5.236
H -0.087 -3.482 6.701
H 4.692 0.893 -0.229
H 0.927 4.284 -0.800
O -4.222 -1.417 -2.566
O 0.130 -4.127 6.023
O -3.280 1.862 2.803
H -4.932 5.845 -0.865
O 6.268 -0.057 1.876
H -1.149 0.515 6.143
O -1.838 -4.838 -7.462
H 0.418 -1.190 -7.343
H -3.653 0.995 3.029
O -6.802 3.321 -0.801
H -2.242 1.256 6.892
C 0.532 1.223 -0.920
H 7.226 4.380 0.082
H 1.046 0.248 5.725
H 2.653 -0.073 2.431
O 2.393 0.828 2.647
H -1.216 1.627 2.855
H -2.376 -1.408 -8.004
H -2.003 -4.235 -6.727
H -6.987 3.888 -0.049
H 3.987 -0.499 -1.818
H -3.349 2.453 0.869
H -1.249 0.591 -2.564
O -2.099 0.670 6.144
H -2.428 -5.672 4.226
H 6.730 -0.900 1.859
H 0.170 1.019 2.677
H -5.848 3.173 -0.749
O 7.648 -0.747 4.827
H 1.339 -2.011 -8.207
H 0.473 0.251 -1.420
S 1.787 3.687 -1.681
O 0.410 -1.850 -8.037
H 2.275 1.256 1.788
O 0.192 -0.361 -5.258
H 5.834 4.919 0.331
O 4.657 -0.145 4.677
C 4.133 1.824 -0.387
H -1.040 -5.902 3.630
C 1.914 1.913 -1.232
H 4.253 2.159 -1.422
O 2.733 1.687 -0.116
H -0.922 -5.104 -7.351
H -3.906 0.295 -1.356
H 1.783 0.859 4.547
H -4.666 -2.226 -2.294
H -1.775 -2.016 -4.923
H 0.552 1.017 0.162
H 7.980 -0.639 3.933
H -2.972 -1.250 4.861
H 2.320 1.407 -2.119
O -4.586 5.433 -0.069
O -1.823 -5.355 3.533
O -3.319 -4.747 5.712
H -3.178 -1.886 -6.809
P -2.907 1.091 -0.740
H 1.017 -4.418 6.249
H -0.562 -1.273 3.374
H -0.174 -2.585 4.056
H 6.014 0.054 2.802
N -3.522 2.441 -0.135
H -4.231 4.586 -0.378
H -4.338 -0.880 5.395
H 2.435 1.541 -5.274
O -0.748 0.786 2.865
O -0.520 2.090 -1.244
O 1.671 0.946 5.501
H -2.764 -4.881 6.484
O -2.114 -2.900 -5.104
H -4.040 -1.737 2.899
H 0.581 0.500 -5.065
H -1.356 -3.474 -4.954
H 4.852 -0.367 5.593
H 3.775 0.241 4.714
O 4.203 -1.102 -2.535
O 1.925 0.252 -8.756
H 1.691 2.442 -4.297
H -0.473 -0.169 -5.933
H -4.263 -1.441 -3.528
O -0.434 -1.676 4.240
H -2.273 0.363 0.313
O -3.891 -0.907 2.429
H 5.104 -1.377 -2.345
H 1.263 0.437 -9.428
H -3.470 -1.172 1.608
H 4.586 2.589 0.260
H -3.108 -3.851 5.423
C -1.555 1.467 -1.974
H -1.961 2.206 -2.677
H 2.315 1.111 -8.565
O -2.873 -1.084 -7.244
O 1.924 2.358 -5.230
O 6.330 4.097 0.278
H 6.706 -0.552 4.758
```

The charge is 0. For the relative energy (zero: lowest compared OMol25 entry of this formula, charge and spin), the calculation gives 0.3378 eV. The value obtained for the largest force on an atom is 2.4 eV/A. Its HOMO-LUMO gap is 0.29722 Ha. The multiplicity is 1. The total energy is -84129.37065 eV.


Formula: C27H18Br4N12O2SZr
Source: the Open Molecules 2025 dataset
Level of theory: wB97M-V/def2-TZVPD

Geometry as XYZ:
```
65
C27H18Br4N12O2SZr | the Open Molecules 2025 dataset | wB97M-V/def2-TZVPD
C 1.789 2.294 -1.921
C 0.037 2.563 3.463
C -1.099 4.331 2.279
C 4.276 2.987 -2.918
H 3.854 4.954 -2.174
N -1.699 -1.968 3.767
N 1.585 -2.519 2.890
C -2.403 -1.295 -1.508
N 3.502 -1.903 1.601
N -0.592 -2.341 1.949
S 0.190 1.856 -1.286
N 1.615 -0.884 1.100
C 2.222 -1.787 1.899
H 2.819 -0.626 -2.986
C 0.228 -2.375 3.020
C -0.425 1.634 2.545
N 0.285 0.166 -1.197
Br -2.612 3.919 -0.130
O -0.140 0.338 2.567
Br 0.341 5.156 4.599
H 4.433 0.927 -3.516
C -4.220 0.550 -0.541
C 0.895 -4.672 -1.310
C 3.815 1.682 -3.042
C -2.700 -0.165 -2.256
C 1.696 -4.214 -2.340
H -3.861 1.632 -2.352
H -1.799 -2.075 -1.948
C -1.232 2.055 1.466
H 1.646 4.313 -1.246
C 2.258 3.585 -1.766
N 0.318 -2.431 -0.726
H -4.434 0.123 2.202
N 3.704 -1.030 0.613
O -1.566 1.091 0.603
C 2.567 1.340 -2.556
H 2.237 -4.906 -2.972
N 2.607 -0.439 0.294
C 1.800 -2.849 -2.549
H -0.416 -4.052 0.282
C -3.616 0.753 -1.770
H -2.245 -0.020 -3.228
C 1.108 -1.986 -1.712
N -1.809 -2.016 2.483
C -2.990 -1.490 -0.253
C -0.299 3.913 3.338
C -4.610 -0.743 1.560
N 2.099 0.010 -2.687
H 2.405 -2.479 -3.365
C -3.912 -0.556 0.243
C 3.499 3.938 -2.283
H 0.787 -5.729 -1.110
Br 1.154 1.924 4.838
Zr -0.519 -0.580 0.831
Br -1.558 6.148 2.086
C 1.176 -0.510 -1.841
N -0.447 -2.206 4.144
H 2.098 -2.628 3.751
H -2.867 -2.436 0.260
C 0.222 -3.742 -0.535
H -4.936 1.274 -0.174
H -5.689 -0.821 1.410
H -4.261 -1.627 2.083
C -1.558 3.397 1.344
H 5.248 3.249 -3.313
```

The charge is 0. The value obtained for the largest force on an atom is 2.2 eV/A. Its HOMO-LUMO gap is 0.24618 Ha. The multiplicity is 1. The total energy is -342555.65294 eV.


Formula: C4H5ClO
Source: the Open Molecules 2025 dataset
Level of theory: wB97M-V/def2-TZVPD

Geometry as XYZ:
```
11
C4H5ClO | the Open Molecules 2025 dataset | wB97M-V/def2-TZVPD
C -1.079 1.673 0.111
H -2.206 2.102 0.165
H -0.213 2.238 0.497
H 2.199 -1.688 0.236
C -0.725 0.472 -0.171
O 1.553 0.901 -0.551
H 0.285 -1.756 0.982
C 1.039 -1.509 0.082
H 0.477 -1.848 -0.913
Cl -2.120 -0.590 -0.305
C 0.789 0.004 -0.133
```

The charge is 0. For the relative energy (zero: lowest compared OMol25 entry of this formula, charge and spin), the calculation gives 1.5714 eV. The value obtained for the largest force on an atom is 4.5 eV/A. Its HOMO-LUMO gap is 0.37223 Ha. The multiplicity is 1. The total energy is -18796.62783 eV. As for the SMILES: C=C(Cl)C(C)=O.


Formula: C24H24N4O5S
Source: the Open Molecules 2025 dataset
Level of theory: wB97M-V/def2-TZVPD

Geometry as XYZ:
```
58
C24H24N4O5S | the Open Molecules 2025 dataset | wB97M-V/def2-TZVPD
H -0.847 -2.587 0.011
H 2.792 -1.557 1.155
H 1.371 1.745 1.810
N 4.156 -1.726 -0.414
C 2.320 1.918 1.317
C 4.392 1.060 0.855
N 5.289 0.030 1.077
C -3.673 -0.396 -1.364
H 7.163 -0.613 0.426
C 3.812 3.220 0.017
C -7.458 0.088 0.578
C -8.760 0.272 1.296
O 0.059 2.750 -1.193
C 2.565 3.082 0.616
C -0.795 -0.561 -0.588
N -0.593 1.756 -1.387
H 6.012 -2.604 -0.164
H 4.272 -0.707 2.724
H -7.519 -2.050 0.624
C -0.005 0.482 -1.054
H 6.247 0.357 -0.745
H 5.725 2.320 -0.295
H -7.085 2.185 0.382
H 1.563 -2.979 -0.473
O 3.840 -0.677 -2.387
C 1.130 -2.000 -0.615
O -2.501 0.993 0.648
C 5.591 -1.707 -0.624
C 1.930 -0.939 -1.031
H 1.812 3.846 0.530
C 3.805 -1.914 0.979
H -4.924 1.897 -0.762
C -6.712 1.192 0.179
H 5.645 -1.688 2.155
C -5.010 -0.239 -0.735
O -1.690 1.720 -1.900
H -9.345 1.066 0.835
C 4.787 -1.088 1.844
H 4.056 4.117 -0.535
H 5.784 -1.724 -1.696
H -8.575 0.554 2.333
C -5.502 1.034 -0.467
C -6.957 -1.180 0.316
N 3.196 0.932 1.432
H 3.870 -2.979 1.231
C 4.744 2.211 0.138
C 3.392 -1.086 -1.331
H -5.362 -2.338 -0.513
H -9.342 -0.645 1.291
S -2.495 -0.303 0.036
H 1.956 1.121 -1.634
O -2.744 -1.438 0.882
H -3.517 -1.375 -1.807
C -0.220 -1.799 -0.376
C 6.167 -0.418 0.014
H -3.423 0.411 -2.044
C -5.744 -1.345 -0.328
C 1.353 0.302 -1.270
```

The charge is 0. For the relative energy (zero: lowest compared OMol25 entry of this formula, charge and spin), the calculation gives 5.5477 eV. The value obtained for the largest force on an atom is 1.2 eV/A. Its HOMO-LUMO gap is 0.27654 Ha. The multiplicity is 1. The total energy is -52307.97221 eV. As for the SMILES: Cc1ccc(CS(=O)(=O)c2ccc(C(=O)N3CCN(c4ccccn4)CC3)cc2[N+](=O)[O-])cc1.


Formula: C5H20FN10O5
Source: the Open Molecules 2025 dataset
Level of theory: wB97M-V/def2-TZVPD

Geometry as XYZ:
```
41
C5H20FN10O5 | the Open Molecules 2025 dataset | wB97M-V/def2-TZVPD
H 1.300 -2.455 -1.424
H 0.662 -0.750 1.134
F -0.049 0.069 0.070
N -1.871 0.700 -1.016
N 2.266 0.610 0.148
H -0.251 1.353 0.277
N -1.501 -1.415 2.109
N -0.921 2.104 0.196
H -2.767 0.423 -1.390
O 1.662 0.828 3.613
H -0.749 -0.742 2.143
H -0.526 -0.999 0.162
O -2.522 -3.012 1.021
N 1.214 -0.686 1.977
C 1.076 0.447 2.561
N -0.904 -1.933 0.093
C -1.875 1.880 -0.575
H -0.670 3.022 0.534
C 2.364 1.180 -1.069
H 1.393 0.224 0.478
O 3.355 1.514 -1.716
H 3.133 0.338 0.590
O -2.666 2.745 -0.918
N 0.763 -1.607 -1.309
H 0.484 0.782 -1.060
H -0.536 0.197 -1.261
H 1.218 1.312 -2.605
C -1.677 -2.141 1.047
H 1.783 -1.430 2.356
H -1.323 0.061 -0.458
N 1.171 1.293 -1.596
H -0.067 1.076 0.983
H -1.085 -2.343 -0.812
O 0.282 -1.853 -3.471
N -0.590 -0.178 -2.198
N 0.411 1.371 1.822
C 0.237 -1.205 -2.421
H 0.544 -1.226 -0.400
H 0.430 2.347 2.079
H -1.461 -0.076 -2.698
H -1.737 -1.821 3.003
```

The charge is -1. For the relative energy (zero: lowest compared OMol25 entry of this formula, charge and spin), the calculation gives 20.1539 eV. The value obtained for the largest force on an atom is 9.9 eV/A. Its HOMO-LUMO gap is 0.33426 Ha. The multiplicity is 1. The total energy is -33354.36084 eV.


> Which formula does entry 2 have?

C4H64NO28PS


> Among the records above, which one has the highest multiplicity?

C13H19F3N4O8SSiW